(1)
Formula: C5H3NO
Source: the OMol25 dataset
Level of theory: ωB97M-V/def2-TZVPD

Each line ends with the natural charge from an NBO analysis.
Cartesian coordinates (Å):
1 N 3.274 0.377 -0.516  -0.2735
2 C 2.184 0.334 -0.090  0.2076
3 C 0.390 -0.266 0.166  0.2470
4 C 0.798 0.876 0.558  -0.2203
5 O -1.773 1.016 -0.197  -0.5397
6 C -1.822 -0.188 -0.330  0.3911
7 C -0.642 -0.976 -0.159  -0.4736
8 H 0.981 1.476 1.403  0.2749
9 H -2.757 -0.723 -0.536  0.1418
10 H -0.592 -2.008 -0.253  0.2447

Summary:
E_tot in Eh: -322.1238
E_HOMO (spin up / spin down) in eV: -9.52 / -9.52
Relative energy (zero: lowest compared OMol25 entry of this formula, charge and spin) in kcal per mole: 105.4
Gap between HOMO and LUMO (spin up / spin down) in hartree: 0.3105 / 0.3105
Net charge: 0

(2)
Formula: C5H3NO
Source: the OMol25 dataset
Level of theory: ωB97M-V/def2-TZVPD

Each line ends with the natural charge from an NBO analysis.
Cartesian coordinates (Å):
1 C -2.709 -0.159 -0.004  -0.1554
2 C -1.558 -0.652 0.007  -0.0251
3 C -0.177 -0.447 -0.062  0.0422
4 C 0.588 0.849 -0.038  -0.3282
5 C 1.859 0.321 0.094  0.1059
6 H -3.726 -0.153 0.107  0.2215
7 H 0.405 1.928 -0.044  0.2575
8 H 2.878 0.846 -0.048  0.2250
9 N 0.584 -1.473 0.025  -0.0717
10 O 1.856 -1.061 -0.037  -0.2717

Summary:
E_tot in Eh: -322.1641
E_HOMO in eV: -9.73
Relative energy (zero: lowest compared OMol25 entry of this formula, charge and spin) in kcal per mole: 80.2
Gap between HOMO and LUMO in hartree: 0.3861
Net charge: 0

(3)
Formula: C5H3NO
Source: the OMol25 dataset
Level of theory: ωB97M-V/def2-TZVPD

Each line ends with the natural charge from an NBO analysis.
Cartesian coordinates (Å):
1 C -0.228 0.365 -0.856  -0.2791
2 C -2.668 1.375 -1.046  -0.1123
3 C -0.098 1.560 -0.403  -0.0005
4 C -1.512 1.143 -0.753  -0.1473
5 C 1.760 -1.711 1.280  0.8408
6 N 2.462 -0.771 1.123  -0.7541
7 O 0.807 -2.365 1.315  -0.5139
8 H -0.278 -0.720 -1.081  0.2912
9 H -3.699 1.713 -0.867  0.2464
10 H 3.454 -0.588 1.287  0.4290

Summary:
E_tot in Eh: -322.0866
E_HOMO in eV: -9.35
Relative energy (zero: lowest compared OMol25 entry of this formula, charge and spin) in kcal per mole: 128.8
Gap between HOMO and LUMO in hartree: 0.3417
Net charge: 0

(4)
Formula: C5H3NO
Source: the OMol25 dataset
Level of theory: ωB97M-V/def2-TZVPD

Each line ends with the natural charge from an NBO analysis.
Cartesian coordinates (Å):
1 N 3.337 0.192 -0.640  -0.2909
2 C 2.357 0.588 -0.166  0.2556
3 C 0.263 -0.154 0.320  0.3123
4 C 1.145 0.778 0.570  -0.4070
5 O -2.042 1.016 -0.207  -0.5094
6 C -1.946 -0.174 -0.402  0.4051
7 C -0.701 -0.932 -0.091  -0.4281
8 H 1.067 1.485 1.391  0.2771
9 H -2.814 -0.780 -0.704  0.1292
10 H -0.665 -2.018 -0.071  0.2560

Summary:
E_tot in Eh: -322.2156
E_HOMO in eV: -10.17
Relative energy (zero: lowest compared OMol25 entry of this formula, charge and spin) in kcal per mole: 47.8
Gap between HOMO and LUMO in hartree: 0.3487
Net charge: 0